Entry 1:
Formula: C35H32N3O3PtS
Source: the OMol25 dataset
Level of theory: ωB97M-V/def2-TZVPD

Last column: Mulliken charge in e.
Geometry (Å):
C1 -2.00650 1.00551 -0.01856  -0.701
C2 -1.11579 2.45881 -5.14316  -0.772
C3 3.45914 -0.90237 3.06789  -1.912
H1 -3.07127 0.79483 -0.09180  0.338
H2 -2.56524 -4.28773 -5.55553  0.364
H3 -2.02562 1.45644 -3.48016  0.238
S1 0.07864 -0.39078 -2.39756  1.060
C4 1.17486 1.89646 -5.59590  -0.631
H4 -3.59664 -6.27737 3.33697  0.359
C5 -1.46616 2.24468 -0.45437  1.028
C6 1.15782 1.00009 -4.53797  -0.374
H5 -1.80107 -0.93669 5.08532  0.395
C7 -2.27357 3.33187 -0.83039  -1.004
H6 -2.00626 3.02914 -5.37920  0.401
C8 -2.80127 -2.55617 -4.31280  -0.787
C9 -0.03888 -1.10331 3.87687  -0.052
H7 0.91458 -2.94862 1.95012  0.341
C10 -0.68015 -3.56476 -4.82148  -0.734
H8 3.48383 -1.27608 4.09531  0.425
C11 -0.98905 -0.39869 4.60966  -0.749
H9 -2.74034 -0.84339 -3.01944  0.345
C12 0.13396 1.64801 4.09992  -0.848
Pt1 0.84498 0.53483 0.16700  -0.030
C13 2.06761 -0.69944 0.98990  -1.266
C14 -2.00931 -3.33847 1.37738  0.460
H10 1.50812 3.57919 -0.74908  0.440
C15 -2.06111 -3.53817 -4.95825  -0.373
H11 1.03583 -2.60387 -3.91696  0.464
O1 -0.76718 -4.95436 0.10949  -0.773
H12 -2.30553 5.39235 -1.41471  0.421
H13 2.07784 2.02330 -6.18056  0.393
C16 0.03178 2.62067 -5.90669  -0.422
C17 2.08048 -1.17711 2.43405  3.210
C18 0.42588 3.53704 -0.75688  -0.220
C19 -2.23018 -5.71367 1.79379  -0.702
H14 -0.15317 -2.17494 3.78176  0.328
C20 -3.52155 -4.14553 3.08262  -0.928
C21 -2.94451 -3.10181 2.38278  -0.236
H15 0.20114 2.72790 4.16751  0.354
H16 -1.64645 1.52332 5.30293  0.387
C22 -1.13015 1.56537 -4.08186  -0.087
H17 -0.10189 -4.33756 -5.31258  0.383
H18 0.03656 3.31598 -6.73725  0.380
C23 -0.78081 -1.61711 -3.43197  0.260
H19 -3.88013 -2.54026 -4.40803  0.398
C24 -1.37615 -2.22525 0.62816  0.535
H20 1.89354 1.48197 2.90743  0.237
H21 -3.34713 3.19388 -0.86383  0.436
N1 -1.78906 -1.01695 0.96910  -0.981
C25 -0.03869 -2.60248 -4.05657  -0.344
N2 -0.10565 2.34580 -0.48943  0.182
C26 1.01373 -0.44739 3.25266  -0.355
C27 1.07957 0.94494 3.37335  0.004
H22 3.67756 0.16448 3.08629  0.357
H23 2.03349 0.42640 -4.26117  0.476
O2 1.50131 -0.78001 -2.41748  -0.734
C28 -2.16209 -1.59717 -3.54242  -0.163
C29 -0.31029 4.66427 -1.05181  -0.704
H24 -1.93566 -6.72605 1.54759  0.431
C30 -1.65112 -4.66718 1.07347  0.251
O3 -0.52007 -2.49750 -0.26208  -0.591
H25 1.85967 -3.09751 3.45369  0.397
H26 -4.25737 -3.94556 3.85145  0.391
H27 -3.20932 -2.07388 2.59146  0.460
H28 0.17264 5.61394 -1.22971  0.397
N3 -1.23049 0.10835 0.51512  0.339
C31 1.85833 -2.69969 2.43495  -2.196
H29 2.65989 -3.18283 1.87546  0.534
C32 -1.70037 4.54164 -1.12870  -0.284
H30 4.23886 -1.40921 2.49531  0.467
C33 -0.90804 0.97593 4.72868  -0.470
C34 -3.15567 -5.45488 2.78653  -0.326
H31 2.82762 -1.22963 0.40356  0.374
H32 -0.46643 -4.06083 -0.24531  0.345
C35 0.00374 0.82032 -3.79223  -0.034

* net charge: -1
* E_LUMO (alpha / beta): 0.082 / 0.081 Ha
* electronic energy: -2260.36219 Ha
* ΔE to the lowest compared entry with this formula, charge and spin: 22.7 kcal per mole
* gap between HOMO and LUMO (alpha / beta): 5.218 / 5.345 eV



Entry 2:
Formula: C35H32N4OPtS4
Source: the OMol25 dataset
Level of theory: ωB97M-V/def2-TZVPD

Last column: Mulliken charge in e.
Geometry (Å):
H1 1.27430 4.97984 0.27434  0.407
H2 1.70181 1.86057 3.99925  0.185
C1 3.62546 -2.05335 2.31142  -0.541
H3 2.43690 -3.88252 0.13888  0.423
C2 2.82595 3.87968 1.29184  -0.581
C3 -1.05652 0.04205 5.02675  -1.653
H4 -2.93223 0.41899 1.83246  0.148
S1 -2.00317 -2.58503 -1.27498  -0.391
Pt1 -0.82779 0.36394 -0.37729  -0.164
O1 1.07014 -0.13991 -0.87698  1.133
N1 -2.80414 0.68644 -0.18011  0.524
C4 -5.43429 1.27375 -2.72355  -0.956
C5 0.61708 -5.12978 0.05579  -0.666
C6 4.20357 -0.12392 -3.96887  -0.671
C7 -0.30947 1.05670 4.15115  2.496
H5 1.64934 0.15210 4.43316  0.247
H6 -6.65016 1.00521 -0.26541  0.427
H7 4.49044 2.12589 -1.52244  0.502
C8 2.27964 1.79978 0.06869  -0.564
C9 -5.57100 0.91575 -0.24396  -0.695
H8 4.45196 -0.58417 -4.91258  0.466
H9 3.63195 -2.59748 3.24342  0.431
H10 -0.39335 3.18556 3.73769  0.360
C10 -0.54253 0.83575 -3.44076  0.030
C11 -2.39377 1.31617 -4.88548  -0.792
C12 -1.82525 -5.62716 -0.36919  -0.875
C13 -4.90583 0.68751 0.92949  -0.874
H11 -5.13074 1.57463 -4.79750  0.408
H12 -0.35912 1.21979 -5.54419  0.484
H13 0.84726 -6.12137 0.40290  0.428
H14 0.83709 -2.03123 -0.65621  -0.232
N2 -0.66107 -4.77120 -0.34894  0.157
C14 4.17539 1.30077 -2.14610  -0.463
C15 -0.41497 0.66475 2.73348  0.294
N3 0.59291 -3.03121 -0.57051  0.420
H15 -2.11137 -0.00603 4.74869  0.308
S2 2.33427 -0.99663 1.94800  0.215
C16 1.80139 4.04556 0.41085  -0.715
C17 -3.24931 1.21699 -3.77153  0.934
C18 -3.45640 0.88462 -1.35620  -0.116
H16 -0.98907 0.32769 6.07988  0.421
C19 4.77840 0.96529 -3.39272  -0.583
C20 -2.65697 0.94063 -2.54226  -0.128
C21 2.32058 0.40000 -0.52765  2.562
C22 -0.52885 0.35070 1.56746  -1.553
C23 4.55439 -2.08862 1.31726  -0.964
C24 -4.83886 1.02476 -1.43987  1.079
H17 -2.80826 1.53284 -5.86238  0.433
H18 5.59582 1.51689 -3.83568  0.409
N4 -1.32826 0.72701 -2.39179  0.094
H19 -2.37527 -5.46027 -1.29302  0.339
C25 -1.04704 1.14115 -4.71418  -1.025
H20 1.22901 1.37903 5.64202  0.455
H21 0.71885 2.77774 -1.04026  0.460
C26 3.02963 -0.56674 0.43104  -0.682
H22 4.81328 -1.10889 -0.64984  0.516
C27 4.20565 -1.23577 0.23450  -0.548
H23 -0.62977 -0.95483 4.90758  0.364
S3 3.41376 2.27608 1.27055  0.017
H24 -0.91450 2.74509 5.37715  0.424
C28 1.49942 2.85320 -0.29933  -0.427
S4 2.92730 -0.74630 -3.00994  -0.018
H25 -2.48531 -5.40130 0.46845  0.282
C29 3.15578 0.46576 -1.80748  -0.882
C30 1.16033 1.11540 4.58288  -1.452
H26 -5.43693 0.58742 1.86538  0.431
C31 -0.93931 2.44607 4.32556  -1.582
H27 3.25590 4.60802 1.96144  0.455
C32 -4.67533 1.37780 -3.83505  -0.897
C33 -0.67495 -3.46904 -0.73196  -0.006
H28 -1.97817 2.44350 3.98946  0.300
H29 -1.49871 -6.66290 -0.31037  0.323
C34 1.39337 -4.03664 -0.07733  -0.316
H30 5.45006 -2.69264 1.34873  0.404
C35 -3.50856 0.57810 0.93124  0.250
H31 -6.51029 1.38065 -2.77886  0.397
H32 0.50847 0.65132 -3.26607  0.169

* E_LUMO: -0.022 Ha
* electronic energy: -3359.26343 Ha
* gap between HOMO and LUMO: 6.304 eV



Entry 3:
Formula: C35H32N5O2P2RuS4Sb
Source: the OMol25 dataset
Level of theory: ωB97M-V/def2-TZVPD

Last column: Löwdin spin population.
Geometry (Å):
C1 -3.18742 -3.26618 2.32285  -0.001
H1 -4.53939 2.96150 4.42092  0.000
C2 4.23451 0.53589 3.50042  0.008
S1 -3.27603 0.59998 0.34734  0.010
P1 2.90966 0.40639 -0.86972  0.009
H2 -3.19103 -3.54806 -1.60356  0.000
C3 -1.21069 -2.85212 -1.20127  0.004
H3 3.86935 -1.69837 -2.80266  0.000
H4 -1.82473 -0.28717 -4.00893  0.000
Sb1 -0.06382 2.84342 1.94401  0.105
S2 0.10267 1.00066 3.38943  0.229
C4 3.82058 1.69050 2.85417  0.000
H5 -7.02761 -0.35484 3.32608  0.000
H6 2.32662 -1.04830 -3.39271  0.000
C5 2.11819 -3.72570 1.34440  0.001
H7 2.40813 -2.68190 -2.72512  0.000
C6 4.38175 0.78507 -1.80946  0.001
C7 1.91777 -5.76640 -0.52414  0.001
H8 -7.21044 0.76725 5.45256  0.000
N1 -2.00984 -0.25780 0.91191  0.077
C8 1.51730 -4.48246 -0.85558  0.002
C9 2.51560 -5.01196 1.67724  0.000
C10 -0.87775 -3.00121 2.68298  0.007
H9 1.82917 -6.56291 -1.25076  0.000
N2 -0.93145 -1.81737 2.09833  0.077
H10 5.58570 3.12121 -3.93485  0.000
H11 3.51559 2.52801 -2.70580  0.002
S3 1.37960 1.62712 -1.08311  0.062
S4 1.17594 4.56365 2.62384  0.156
C11 3.40433 1.64070 1.53147  0.016
H12 -3.59289 -1.90378 -3.39979  0.000
H13 2.72861 -7.03529 1.00269  0.000
H14 7.59853 1.70410 -3.70760  0.000
H15 -6.23961 2.06466 5.88022  0.000
C12 -2.63610 -1.93255 -2.89872  0.006
C13 -0.21697 -1.92289 -1.52191  0.007
C14 -3.99755 1.91902 2.63307  0.004
H16 3.83632 -1.67608 0.96923  0.001
N3 -6.67508 1.55597 5.12811  0.000
N4 2.51051 -1.18340 -1.26860  0.007
C15 -2.12344 -1.41097 1.57559  0.010
C16 -6.16864 0.27800 3.13726  0.000
C17 4.40357 1.91448 -2.62014  0.002
C18 -4.29348 0.87526 1.77175  0.002
H17 -3.16340 2.57196 2.41075  0.006
C19 1.62256 -3.44577 0.07464  0.010
H18 3.05534 2.54192 1.04256  0.001
H19 -4.11997 -3.81192 2.42850  0.000
H20 -1.05922 -3.56580 -0.39912  0.000
O1 -4.03985 -0.15717 -0.60755  0.009
C20 -0.44661 -1.00336 -2.54490  0.006
H21 7.55433 -0.29283 -2.25754  0.000
C21 3.37155 0.41768 0.86668  0.020
C22 -5.38602 0.05980 2.01914  0.001
C23 2.79602 -1.67020 -2.62819  0.003
N5 -3.26850 -2.09814 1.71064  0.005
H22 0.07960 -3.30752 3.08159  0.000
C24 -1.64773 -1.01965 -3.23316  -0.001
H23 2.17750 -2.93327 2.08033  0.000
H24 4.54588 0.58095 4.53530  0.000
C25 4.24373 -0.67949 2.82409  -0.002
C26 2.42045 -6.03144 0.74218  0.000
C27 -5.86687 1.31379 4.02598  0.001
C28 6.69246 1.44645 -3.17548  0.000
C29 3.82213 -0.73593 1.50794  0.015
C30 -2.00325 -3.79905 2.81449  0.004
C31 -2.41351 -2.85133 -1.88635  0.000
H25 3.78931 2.63459 3.38038  0.002
O2 -2.72452 1.86203 -0.06209  0.004
C32 5.56462 2.24249 -3.30505  0.000
H26 1.09171 -4.28786 -1.83176  0.000
H27 -5.61082 -0.74197 1.33084  0.000
H28 -1.97266 -4.76205 3.29986  0.001
C33 6.66983 0.32119 -2.36059  0.000
H29 2.89284 -5.21890 2.66990  0.000
C34 5.51639 -0.01183 -1.67274  0.000
H30 0.28928 -0.24321 -2.77415  0.000
P2 1.16102 -1.74599 -0.37080  0.063
H31 4.57357 -1.58032 3.32628  0.000
H32 5.50025 -0.88231 -1.02730  0.000
Ru1 0.21956 0.12461 1.17941  3.045
C35 -4.77209 2.14026 3.75444  0.000

* spin multiplicity: 5
* E_LUMO (alpha / beta): -0.016 / -0.047 Ha
* electronic energy: -4387.86768 Ha
* ΔE to the lowest compared entry with this formula, charge and spin: 8.1 kcal per mole
* gap between HOMO and LUMO (alpha / beta): 6.785 / 6.170 eV